Here is 5 unconnected molecules or ions with the total composition C9H9Cl12N from the Open Molecules 2025 dataset. Energies are from ωB97M-V with the def2-TZVPD basis set.

Summary:
energy relative to the best compared isomer or geometry (same formula, charge and spin): 19.4 kcal/mol
E: -161236.6809 eV
gap between HOMO and LUMO: 10.08 eV

Positions of all 31 atoms, in Å:
N (-0.441, 1.573, -0.891)
C (0.615, 2.409, -1.082)
C (1.781, 2.013, -1.754)
C (1.881, 0.693, -2.173)
C (0.805, -0.197, -1.953)
C (-0.338, 0.258, -1.316)
H (0.512, 3.429, -0.742)
H (2.591, 2.698, -1.955)
H (2.805, 0.380, -2.638)
H (0.905, -1.226, -2.264)
H (-1.232, -0.276, -1.031)
C (-2.289, 3.360, 6.475)
Cl (-3.638, 3.088, 5.367)
Cl (-2.648, 4.609, 7.703)
Cl (-0.736, 3.804, 5.638)
H (-2.110, 2.468, 7.074)
C (-1.171, 11.680, 0.434)
Cl (0.260, 12.456, 0.870)
Cl (-1.328, 10.282, 1.581)
Cl (-1.234, 11.280, -1.264)
H (-1.927, 12.441, 0.628)
C (3.607, -8.273, -3.915)
Cl (5.067, -7.543, -4.668)
Cl (3.887, -9.998, -3.795)
Cl (2.190, -7.902, -4.854)
H (3.475, -7.839, -2.924)
C (-2.192, -9.234, 0.737)
Cl (-3.265, -9.316, 2.055)
Cl (-1.197, -7.731, 0.595)
Cl (-3.111, -9.295, -0.765)
H (-1.522, -10.089, 0.824)

Atomic partial charges in e from the Löwdin method, atoms 1 to 6: number 1, N, carries 0.039; number 2, C, carries -0.144; number 3, C, carries -0.083; number 4, C, carries -0.081; number 5, C, carries -0.079; number 6, C, carries -0.130